# 1
Below is C37H37F5P2Pb as an isolated structure at a distorted geometry, with properties calculated with ωB97M-V/def2-TZVPD.

XYZ file:
```
82
Properties=species:S:1:pos:R:3:forces:R:3
Pb 0.2815 1.5228 -1.5542 -0.1576 1.3260 2.1622
C -1.7154 1.2044 -3.0745 -1.3416 -1.4204 -0.5478
C -1.6711 -0.1326 -2.7617 -0.5829 0.3959 -0.9279
C -1.0244 -1.1943 -3.5994 0.6021 -0.3215 0.1087
C 0.4027 -0.7913 -4.0398 -0.2708 -0.5274 -0.3345
C 1.1490 0.2194 -3.1914 1.3412 -0.2435 -1.5170
C 1.2501 1.5982 -3.5837 0.2994 -0.0236 -1.3084
C 0.1748 2.3324 -4.4188 0.3561 0.5671 -0.3154
C -1.2708 1.7630 -4.4063 0.3640 0.5039 -0.3248
C 1.4311 -0.1559 2.7284 0.1284 1.1851 0.5913
H -2.4682 1.7796 -2.5229 0.4876 -0.0100 0.0242
H -2.2792 -0.5132 -1.9477 0.0436 0.3713 0.2393
H -1.6073 -1.4663 -4.5019 -0.0319 0.4595 0.4327
H -0.9723 -2.1430 -3.0402 -0.0743 0.3988 -0.0155
H 1.0115 -1.7092 -4.0626 -0.1524 0.3374 -0.1198
H 0.3627 -0.4265 -5.0694 0.1091 0.0053 0.1241
H 1.9869 -0.2552 -2.6572 -0.0348 0.6597 -0.4903
H 2.1923 2.1649 -3.4112 -0.8290 -0.4938 -0.1058
H 0.5576 2.4604 -5.4592 -0.3794 -0.1901 0.5285
H 0.0433 3.3703 -4.0413 0.6262 -0.5062 -0.1209
H -1.9604 2.5869 -4.6184 0.2812 0.0637 0.0289
H -1.4259 1.1095 -5.2626 0.0423 -0.6003 0.3291
H 1.1456 0.9077 2.7493 -0.3784 -0.1900 0.3504
H 2.1076 -0.2883 3.6250 -0.4671 -0.1598 -1.3133
H 0.4831 -0.7325 2.8271 0.9030 0.1657 -0.4160
P -1.5090 -0.9158 0.9427 -1.7044 1.5024 1.5922
P 2.2652 -0.2046 1.1060 0.7409 -0.1093 -0.1658
C -0.1687 -1.2475 -0.1760 2.1702 -0.5930 -0.8327
C 1.1869 -0.9317 -0.1432 -1.8760 -1.4792 -0.1231
C -2.4634 -2.4254 0.9201 -0.0876 -0.9546 0.2792
C -2.7553 -3.2371 -0.1784 -0.4552 -0.5401 0.5285
C -3.5234 -4.3993 0.0162 0.2325 0.2491 -0.2770
C -3.9856 -4.7481 1.2809 -0.0926 -0.0628 0.3304
C -3.6786 -3.9462 2.3826 -0.0245 0.0451 -0.2850
C -2.9262 -2.7945 2.1977 0.1390 -0.0441 -0.3444
C -2.8586 0.3032 0.3571 0.2695 0.2200 -1.0071
C -2.5042 1.6080 -0.0104 0.7720 -0.7172 0.4810
C -3.3433 2.6772 0.0251 -1.1394 0.1977 -0.5119
C -4.7182 2.4575 0.1284 0.6307 -0.6579 0.4214
C -5.1372 1.1280 0.2427 -0.2656 0.5187 -0.1729
C -4.2449 0.0635 0.3903 0.2957 -1.0933 0.2872
C 3.7169 -1.2466 1.2646 0.2795 -0.3129 -0.3465
C 3.4914 -2.5605 1.6934 0.1849 -0.3712 0.2824
C 4.5623 -3.4101 1.9945 -0.0946 0.7204 -0.3758
C 5.8671 -2.9099 1.8036 -0.0114 -0.2439 0.0812
C 6.1176 -1.6224 1.3082 -0.8122 0.0253 -0.0664
C 5.0222 -0.7831 1.0283 0.0688 -0.5960 0.2842
C 2.8514 1.4369 0.4834 0.2105 0.6898 0.3318
C 2.9095 2.4792 1.4221 -0.1273 0.0490 -0.4004
C 3.1205 3.8051 1.0365 0.1753 -0.4841 0.0643
C 3.3682 4.1255 -0.2901 -0.2155 0.5619 0.0299
C 3.4815 3.1093 -1.2210 -0.1032 -0.9832 0.0829
C 3.2377 1.7649 -0.8421 0.2267 0.2695 -0.1063
H -0.4548 -2.0502 -0.8695 0.5385 0.4205 -0.2652
H 1.7875 -1.4303 -0.9219 -0.1703 0.1867 0.4635
H -2.3963 -2.9992 -1.1729 -0.0464 0.0204 -0.0521
H -3.7547 -5.0489 -0.8267 0.0684 0.2129 0.1308
H -4.5858 -5.6553 1.4299 0.3328 0.4303 -0.1786
H -4.0107 -4.2158 3.3792 -0.0209 -0.0007 -0.1294
H -2.6643 -2.1581 3.0355 -0.0968 -0.1311 0.0486
H -1.5431 1.8134 -0.4496 -0.1700 0.0685 1.3265
H -2.9078 3.6450 -0.1419 -0.1757 0.4236 -0.1445
H -5.4026 3.2894 0.1038 -0.2321 -0.0587 -0.0157
H -6.2001 0.9307 0.1893 0.0181 -0.1599 0.1712
H -4.6443 -0.9770 0.4862 0.4153 1.0708 0.1370
H 2.4630 -2.9107 1.7937 0.2205 -0.0460 0.1419
H 4.3596 -4.4293 2.3556 0.3077 0.6040 -0.2273
H 6.7112 -3.5587 2.0385 -0.1892 0.1798 -0.0688
H 7.1399 -1.2660 1.1291 -0.5248 -0.2461 0.1444
H 5.1736 0.2081 0.6320 0.1322 0.1613 0.0582
H 2.8252 2.2451 2.4684 -0.3080 0.1208 0.2884
H 3.1251 4.5747 1.7881 -0.0310 0.1416 0.1552
H 3.4758 5.1760 -0.5997 0.0701 -0.6081 0.2234
H 3.7583 3.3710 -2.2481 -0.0490 -0.3512 0.3904
H 3.4403 1.0042 -1.5963 -0.3142 -0.0439 0.2004
F -2.7653 1.2411 3.4563 1.4262 0.0432 0.3619
C -1.5841 0.9476 4.0395 -1.8513 -1.2774 -0.2493
F -1.5824 -0.3818 4.3051 0.5162 1.2272 -0.1502
C -1.3592 1.7776 5.2887 -0.2311 0.7499 1.2053
F -1.4298 3.1029 4.9961 0.3705 -1.4363 0.2673
F -2.3668 1.4833 6.1502 0.9500 0.3362 -0.4732
F -0.1739 1.4847 5.8931 -1.2265 0.4027 -0.8838
```
Forces are in eV/Å.

The energy relative to the best compared isomer or geometry (same formula, charge and spin) comes out at 0.00 kJ/mol. The strongest force on any atom is 2.77 eV/A. The lowest unoccupied orbital energy (alpha / beta) is -6.6 / -6.5 eV. Its total energy is -76360.81336 eV. As for the total charge: +2.

Here are the Mulliken charges for atoms 1 to 5, given in e: 0.72 -0.39 0.08 -0.81 -1.66

***

# 2
Below is the molecule C4H3NO2, with properties calculated with ωB97M-V/def2-TZVPD.

XYZ file:
```
10
Properties=species:S:1:pos:R:3:forces:R:3
O 2.2501 0.9860 -0.7077 0.2181 -0.2026 0.6852
C 1.9458 -0.0149 -0.1119 0.2188 0.2258 -0.2501
C 0.5886 -0.1796 0.4754 -0.1266 0.0640 -0.4494
N -0.0632 -1.0325 -0.2524 -0.0086 0.0739 -0.0929
C -1.3293 -0.5161 -0.3349 -0.3714 -0.0494 0.0523
C -1.4051 0.5900 0.4438 -0.1320 -0.1599 -0.1186
O -0.1707 0.8248 0.9693 0.0707 -0.0157 -0.3308
H 2.4881 -0.9695 -0.1873 0.2033 0.1353 0.0941
H -2.0282 -0.9320 -1.0410 -0.3051 -0.0625 0.3731
H -2.2179 1.2446 0.7188 0.2327 -0.0090 0.0371
```
Forces are in eV/Å.

The energy relative to the best compared isomer or geometry (same formula, charge and spin) comes out at 175.77 kJ/mol. The structure (SMILES) is O=Cc1ncco1. The strongest force on any atom is 0.75 eV/A. The lowest unoccupied orbital energy is 0.3 eV. Its total energy is -9779.86486 eV. As for the total charge: 0.

Here are the Mulliken charges for atoms 1 to 5, given in e: -0.45 0.01 0.49 -0.44 -0.36

***

# 3
Below is Br3CaI as an isolated structure at a distorted geometry, with properties calculated with ωB97M-V/def2-TZVPD.

XYZ file:
```
5
Properties=species:S:1:pos:R:3:forces:R:3
Ca 25.7618 21.9886 3.0092 0.4089 0.2407 -1.1421
Br 24.4658 23.6776 1.0316 -0.0507 0.0382 0.3928
Br 28.4459 23.1738 2.7201 -0.2818 -0.1736 0.0089
Br 24.8806 19.6888 1.5746 0.1008 -0.0279 0.2219
I 26.2022 21.2892 5.8319 -0.1772 -0.0773 0.5185
```
Forces are in eV/Å.

The strongest force on any atom is 1.24 eV/A. The lowest unoccupied orbital energy is 5.0 eV. Its total energy is -236676.06444 eV. As for the total charge: -2.

Charges per atom according to Mulliken partitioning, unit e: 0.84 -0.72 -0.76 -0.75 -0.60

***

# 4
Below is a 2-piece molecular cluster, C6H15N2 overall, with properties calculated with ωB97M-V/def2-TZVPD.

XYZ file:
```
23
Properties=species:S:1:pos:R:3:forces:R:3
C 2.5960 1.3899 -0.6838 -0.0425 0.2917 0.0315
N 1.8524 0.9034 0.4777 -0.1859 0.2981 0.3323
C 2.3584 0.8120 1.6730 0.0571 -0.1837 -0.1133
N 1.6987 0.3702 2.7278 -0.1907 -0.1559 -0.3648
H 2.1802 2.3417 -1.0097 0.0025 -0.0329 -0.0550
H 2.5355 0.6654 -1.4904 -0.0031 -0.0534 0.0099
H 3.6341 1.5410 -0.4016 0.0346 -0.0514 -0.0337
H 0.8499 0.7508 0.3625 0.2418 -0.2178 -0.0856
H 3.3881 1.1258 1.8004 0.0606 -0.2105 0.0623
H 0.7473 0.0418 2.6056 0.1504 -0.0115 0.2056
H 2.1985 0.0412 3.5399 -0.0262 0.2917 0.0630
C -3.3393 -1.2825 -0.8239 0.0683 0.1446 0.2435
C -1.8783 -0.9552 -0.9107 0.3453 -0.3766 -0.2382
C -1.0165 -1.7312 -1.5641 -0.0574 0.3802 0.0976
C -1.4075 0.2934 -0.1978 -0.6122 -0.1012 -0.0141
H -3.6548 -1.3382 0.2218 -0.0352 -0.0114 -0.0119
H -3.5617 -2.2337 -1.2989 -0.0152 -0.0068 -0.0489
H -3.9387 -0.4984 -1.2907 -0.0127 -0.0100 -0.0335
H 0.0315 -1.4570 -1.6209 0.0445 -0.0737 -0.0547
H -1.3203 -2.6274 -2.0856 -0.0282 -0.0400 0.0362
H -0.6101 0.7935 -0.7475 0.0623 -0.0279 -0.0693
H -1.1116 0.0514 0.8302 0.0572 0.0403 0.0150
H -2.2318 1.0021 -0.1131 0.0845 0.1182 0.0260
```
Forces are in eV/Å.

The energy relative to the best compared isomer or geometry (same formula, charge and spin) comes out at 119.11 kJ/mol. The strongest force on any atom is 0.62 eV/A. The lowest unoccupied orbital energy is -3.5 eV. Its total energy is -9438.73733 eV. As for the total charge: +1.

Here are the Mulliken charges for atoms 1 to 5, given in e: -0.79 0.05 0.26 -0.27 0.34

***

# 5
Below is a 8-piece molecular cluster, C40H83BrN12O2 overall at a distorted geometry, with properties calculated with ωB97M-V/def2-TZVPD.

XYZ file:
```
138
Properties=species:S:1:pos:R:3:forces:R:3
C -1.0242 -0.1518 -0.0405 0.2459 -0.2641 -0.0496
C -0.1108 -0.5982 -1.2404 -0.6627 0.6578 1.9507
N 1.3443 -0.4097 -1.0299 0.3095 -1.0189 0.4153
C 1.9467 0.7914 -0.7553 -0.2932 0.5274 0.1047
C 3.2909 0.6163 -0.7384 0.1332 0.5071 -0.8354
N 3.5253 -0.6916 -1.0636 -2.2797 -0.4736 0.6805
C 2.3198 -1.3341 -1.1144 1.6490 0.7967 -0.7143
C 4.8201 -1.2906 -1.2316 0.8155 -0.6157 -0.7671
H -2.0449 -0.0867 -0.4210 0.0356 -0.0130 -0.1082
H -0.8084 0.8270 0.3869 0.3214 0.0910 -0.3408
H -1.0669 -0.8276 0.8155 0.3571 -0.2788 -0.1699
H -0.4521 0.0662 -2.0283 0.4798 -0.4613 -0.6318
H -0.3033 -1.6539 -1.3987 0.1207 0.0594 -0.5642
H 1.3565 1.6763 -0.5863 0.2264 0.1116 -0.0419
H 4.0656 1.3683 -0.6354 -0.0751 0.0682 0.3779
H 2.3575 -2.4081 -1.1983 -0.9271 0.0121 -0.2809
H 5.5063 -0.7428 -0.5916 0.2164 -0.5266 0.1104
H 5.1876 -1.2876 -2.2643 -0.2947 0.9421 -0.0549
H 4.7952 -2.3763 -1.1205 -0.1522 0.1662 1.0498
C 1.5210 3.2278 3.9280 0.9412 -0.4293 -1.0118
C 2.3443 2.2876 4.8119 -1.2359 1.4911 1.8769
N 2.3511 0.9018 4.4288 0.4989 -1.9550 -0.4085
C 2.5004 0.3836 3.1522 -1.0079 0.2386 0.1075
C 2.3261 -0.9711 3.2584 0.8528 0.0676 -0.0754
N 2.3404 -1.2805 4.5980 -1.1377 0.6604 0.6096
C 2.2889 -0.1360 5.2746 0.7953 0.6375 0.1279
C 2.3125 -2.6042 5.2290 0.7092 -0.2309 -0.1344
H 1.8656 3.1567 2.8905 0.1803 0.5356 0.0801
H 1.6708 4.2344 4.3098 0.0345 0.0771 -0.2139
H 0.4489 3.0206 3.8969 0.0003 -0.3161 0.5054
H 1.7987 2.3663 5.7604 0.1405 -0.6357 0.1332
H 3.3311 2.6175 5.1361 0.2366 0.1760 -0.9612
H 2.6962 1.0788 2.3419 -0.1507 -0.2281 -0.1666
H 2.2136 -1.7803 2.5576 0.3555 0.2144 -0.2561
H 2.4157 -0.0229 6.3413 -0.3859 -0.1450 0.0457
H 2.8938 -3.2662 4.5902 -0.1943 -0.1308 0.0002
H 1.3150 -2.9973 5.4046 -0.0858 0.2033 -0.1538
H 2.8579 -2.5529 6.1692 -0.1397 0.0985 0.0533
C -4.5483 -1.8534 3.5603 -0.3407 -1.0923 -0.0749
C -3.7374 -2.0312 2.2732 -0.1251 0.5930 1.4948
N -4.5048 -2.7606 1.2665 -0.3691 -1.0715 -0.2276
C -4.0421 -3.1282 0.0258 -0.4675 0.8205 -0.5840
C -5.0935 -3.6667 -0.6376 -0.3160 -0.6699 -0.6921
N -6.1745 -3.7603 0.2097 2.0828 0.7749 0.5144
C -5.7674 -3.2391 1.3777 -0.1587 1.3435 -0.1643
C -7.5276 -4.1607 -0.1666 -0.1689 -0.5216 0.9226
H -5.4127 -1.2120 3.3883 0.2789 0.4523 0.2917
H -3.9171 -1.5888 4.4055 -0.0646 0.6012 -0.1778
H -4.9904 -2.7967 3.8943 0.1886 -0.1467 -0.1238
H -2.7766 -2.4891 2.5097 -0.2412 -0.6411 -0.2912
H -3.4613 -1.0200 1.9625 -0.3129 -0.1287 -0.7612
H -3.0957 -2.7866 -0.3548 0.0978 -0.2876 0.1119
H -5.2262 -3.9943 -1.6572 0.3615 -0.0921 0.0357
H -6.3973 -2.9216 2.1926 -0.1906 -0.6530 0.0565
H -8.0040 -3.3156 -0.6549 -0.3132 -0.1425 0.1823
H -7.9528 -4.4806 0.7857 -0.6967 0.3729 -0.2742
H -7.5557 -5.0523 -0.7895 0.4341 0.1633 -0.2040
C 5.6382 2.6480 -7.3351 1.7356 0.7978 2.5431
C 5.4826 1.3997 -6.4227 -0.7336 -0.6967 -2.1278
N 5.5176 1.6408 -4.9839 -0.0933 1.9003 0.7064
C 4.6113 2.4938 -4.3566 -0.1648 -0.2887 -0.3416
C 5.0085 2.6735 -3.0729 -0.0777 0.4916 -0.4414
N 6.1949 1.9949 -2.9293 0.0761 0.5909 -0.9192
C 6.5147 1.4758 -4.1149 0.0514 -1.3485 -0.2351
C 7.0829 2.0708 -1.7893 0.7478 -0.0688 0.6170
H 4.8943 3.4029 -7.0813 -0.6446 -0.3787 -0.7754
H 5.8707 2.4809 -8.3797 -0.6231 -0.3100 -0.0592
H 6.5079 3.1893 -6.9361 0.3497 -0.1865 -0.3332
H 6.1353 0.5639 -6.6708 0.5641 0.3792 0.1425
H 4.5160 0.9887 -6.7241 -0.2643 -0.1022 0.7778
H 3.8635 2.9842 -4.9573 -0.2746 -0.1558 0.2797
H 4.6662 3.3678 -2.3232 -0.1822 -0.1328 0.2524
H 7.4013 0.8979 -4.3287 0.0684 0.1045 0.0906
H 7.0467 3.0281 -1.2718 -0.4444 0.0793 -0.2226
H 8.1065 1.9716 -2.1460 -0.0198 -0.2710 0.0939
H 6.8327 1.2954 -1.0669 0.1518 -0.0108 -0.0091
C -4.3944 2.9587 -3.6636 -0.7058 -0.3997 -0.4346
C -5.3678 2.2555 -2.7284 0.9683 0.0113 -0.2610
N -6.1369 3.2023 -1.9260 -1.6306 -0.0275 0.8620
C -7.0843 2.7853 -1.0139 0.3661 -0.6999 0.6759
C -7.6112 3.8623 -0.4046 -0.5596 0.4654 -0.6211
N -7.1102 4.9781 -1.0621 0.5676 -0.9412 -0.2518
C -6.2180 4.5342 -1.9517 0.6825 -0.1427 -0.6763
C -7.3429 6.3930 -0.7357 0.4785 -0.3569 0.3125
H -3.8360 2.1850 -4.1895 0.0968 0.1334 -0.0279
H -3.6987 3.6246 -3.1556 -0.0299 -0.0144 0.0697
H -4.9649 3.5007 -4.4188 0.2463 0.1744 -0.0645
H -4.7889 1.6008 -2.0717 -0.1987 0.2315 0.4094
H -6.0602 1.5888 -3.2413 -0.0988 0.3123 -0.2572
H -7.3092 1.7508 -0.8143 0.1708 -0.0236 -0.1408
H -8.3665 3.8905 0.3635 -0.0616 0.2717 -0.1028
H -5.5978 5.0857 -2.6422 -0.2706 0.5048 0.2151
H -7.6576 6.9574 -1.6087 -0.0722 -0.0544 0.0282
H -6.3745 6.7300 -0.3672 -0.2826 0.5880 0.0442
H -8.0871 6.4130 0.0551 -0.0536 0.2454 -0.1054
C -5.0033 2.8335 4.1123 0.9260 -0.1357 -0.1013
N -4.5299 3.9442 3.2390 0.2832 2.4054 -1.4170
C -5.4943 4.2370 2.0828 0.0205 -1.7932 0.6228
C -4.5464 5.2179 4.0797 -0.5353 -0.3678 0.5348
C -3.0881 3.8288 2.7380 -0.3340 -1.1677 0.6555
C -2.6725 2.5325 2.0334 0.6043 0.1867 0.0692
O -3.1567 2.3104 0.7270 -0.5753 -0.0750 -0.1143
H -5.1389 1.8909 3.5862 -0.2507 0.2614 -0.3725
H -5.9038 3.1604 4.6230 -0.0082 -0.1373 0.0463
H -4.1758 2.6661 4.8023 -0.3082 0.0509 0.3736
H -6.4650 4.3136 2.5686 -0.1104 0.1812 -0.3115
H -5.4620 3.3493 1.4555 -0.1795 -0.0222 -0.0911
H -5.2743 5.0926 1.4513 0.4598 0.2881 0.5835
H -4.0645 5.0123 5.0334 0.1256 0.0676 -0.0616
H -5.5955 5.4428 4.2653 0.0611 0.0986 0.1065
H -4.0852 6.0681 3.5841 0.1236 -0.2457 -0.2435
H -2.5029 3.8521 3.6601 0.1396 0.1973 -0.0882
H -2.8535 4.7128 2.1498 -0.1708 0.0213 -0.0423
H -2.8864 1.6317 2.6129 -0.4567 0.1721 0.0945
H -1.5765 2.5553 2.0452 0.0429 0.2093 -0.1147
H -2.6763 2.8152 0.0622 0.1254 0.1718 0.2521
C 5.5447 -8.0502 -2.0242 -0.1508 0.4249 0.3775
N 5.7516 -6.5317 -1.8869 1.8051 -0.7476 -0.7927
C 7.0533 -6.3357 -1.0875 -2.0137 1.3690 -0.3369
C 6.0383 -6.0282 -3.3074 -1.9969 -0.4068 0.2755
C 4.5729 -5.7684 -1.3169 -0.1719 -0.4913 -0.2715
C 3.9926 -6.3641 -0.0344 0.6402 0.6419 2.4992
O 3.8759 -7.7569 -0.0187 -0.1316 0.0031 -0.6805
H 6.1772 -8.4047 -2.8319 -0.2092 0.0636 -0.1507
H 4.4806 -8.2134 -2.1520 0.1660 -0.2976 -0.3949
H 5.8647 -8.5314 -1.1048 -0.1293 0.1063 -0.0005
H 7.1912 -5.2592 -1.1928 0.6821 -0.0565 0.1745
H 7.8407 -6.8985 -1.5732 0.0479 -0.1956 0.3437
H 6.8002 -6.5325 -0.0502 0.5535 -0.5190 0.0177
H 6.2431 -4.9623 -3.3466 0.2499 -0.0396 0.2866
H 5.0678 -6.2160 -3.7709 0.1792 0.2292 -0.5238
H 6.7525 -6.6379 -3.8521 0.3690 0.0889 0.4889
H 3.8195 -5.6514 -2.0964 0.0616 -0.5699 -0.1917
H 4.9343 -4.7527 -1.1541 0.0952 -0.0498 0.3853
H 3.0971 -5.8860 0.3892 -0.5359 0.2070 -1.3585
H 4.6220 -6.0348 0.8114 0.7736 -0.3338 -0.2972
H 3.3918 -8.0718 0.7511 -0.0155 0.1188 0.0746
Br 4.1440 3.6629 0.9899 -0.3988 -0.8749 -0.3410
```
Forces are in eV/Å.

The energy relative to the best compared isomer or geometry (same formula, charge and spin) comes out at 211.72 kJ/mol. The strongest force on any atom is 3.18 eV/A. The lowest unoccupied orbital energy is -11.6 eV. Its total energy is -134782.65521 eV. As for the total charge: +6.

Here are the Mulliken charges for atoms 1 to 5, given in e: -0.74 -0.73 0.31 -0.46 -0.55